No. 1
C48H88F6N16P | ωB97M-V/def2-TZVPD

Each line ends with the Mulliken charge.
CARTESIAN COORDINATES (ANGSTROEM)
C  7.806  33.215  6.861  -0.153
C  7.792  33.696  8.334  -1.147
N  7.822  32.646  9.367  0.243
C  6.814  31.738  9.576  -0.364
C  7.308  30.820  10.426  -0.513
N  8.609  31.117  10.726  0.103
C  8.915  32.246  10.047  -0.040
C  9.452  30.345  11.651  -0.784
H  6.787  32.948  6.588  0.236
H  8.500  32.409  6.625  0.065
H  8.134  34.074  6.276  0.287
H  6.902  34.292  8.520  0.365
H  8.689  34.280  8.534  0.372
H  5.873  31.745  9.056  0.445
H  6.817  30.002  10.931  0.502
H  9.867  32.749  10.071  0.393
H  9.483  29.317  11.297  0.350
H  9.020  30.431  12.644  0.357
H  10.454  30.754  11.543  0.289
C  5.847  29.592  -1.521  -0.451
C  6.746  29.845  -2.759  -0.908
N  7.788  28.857  -2.978  0.254
C  9.026  28.747  -2.410  -0.375
C  9.661  27.719  -3.037  -0.696
N  8.776  27.196  -3.951  0.089
C  7.676  27.961  -3.975  -0.074
C  9.039  26.022  -4.768  -0.821
H  4.782  29.755  -1.686  0.446
H  6.142  30.201  -0.664  -0.144
H  5.927  28.554  -1.193  0.356
H  7.083  30.879  -2.831  0.433
H  6.090  29.816  -3.631  0.300
H  9.338  29.418  -1.631  0.567
H  10.653  27.296  -3.031  0.492
H  6.865  27.918  -4.682  0.420
H  9.746  26.250  -5.565  0.362
H  8.151  25.574  -5.207  0.337
H  9.478  25.228  -4.165  0.368
C  8.424  34.488  2.975  -0.627
C  9.460  34.244  1.887  -0.288
N  8.975  34.546  0.543  0.332
C  8.634  33.640  -0.424  -0.479
C  8.208  34.338  -1.536  -0.895
N  8.224  35.671  -1.159  0.085
C  8.677  35.758  0.081  -0.028
C  7.762  36.800  -1.973  -0.812
H  7.655  33.707  2.925  -0.068
H  7.804  35.371  2.828  0.449
H  8.766  34.313  3.991  0.195
H  9.847  33.226  1.891  -0.108
H  10.355  34.851  2.037  0.374
H  8.771  32.575  -0.342  0.711
H  7.803  34.097  -2.503  0.586
H  8.646  36.668  0.661  0.427
H  7.906  37.752  -1.463  0.332
H  6.725  36.681  -2.265  0.321
H  8.460  36.871  -2.809  0.387
C  3.800  33.806  4.960  -1.482
C  3.210  32.816  3.980  0.514
N  2.012  32.152  4.506  0.281
C  0.980  32.756  5.152  -0.425
C  -0.058  31.891  5.221  -0.346
N  0.381  30.690  4.721  0.164
C  1.607  30.910  4.187  -0.563
C  -0.417  29.476  4.805  -0.794
H  3.277  34.759  4.906  0.461
H  4.860  33.961  4.764  0.259
H  3.711  33.437  5.984  0.440
H  3.899  32.034  3.658  -0.020
H  2.967  33.384  3.078  -0.033
H  0.943  33.828  5.271  0.417
H  -1.068  32.092  5.541  0.467
H  2.228  30.143  3.756  0.664
H  -0.209  28.849  3.941  0.347
H  -1.447  29.816  4.705  0.340
H  -0.245  28.985  5.758  0.324
C  0.871  34.572  -4.379  -1.078
C  2.019  35.063  -3.486  -0.340
N  2.196  34.307  -2.236  0.214
C  1.171  33.971  -1.382  -0.458
C  1.721  33.266  -0.356  -0.525
N  3.080  33.229  -0.553  0.336
C  3.332  33.893  -1.690  -0.176
C  3.995  32.501  0.302  -0.751
H  0.055  34.218  -3.758  0.319
H  1.298  33.796  -5.019  0.318
H  0.479  35.260  -5.126  0.365
H  1.904  36.101  -3.162  0.333
H  2.981  35.067  -3.998  0.308
H  0.163  34.150  -1.716  0.439
H  1.275  32.678  0.428  0.535
H  4.315  33.929  -2.130  0.463
H  4.032  32.962  1.282  0.207
H  5.030  32.510  -0.050  0.102
H  3.789  31.433  0.249  0.406
C  14.820  32.795  5.064  -0.975
C  14.040  33.349  3.858  -0.575
N  13.061  32.336  3.437  0.265
C  11.907  31.970  4.103  -1.150
C  11.335  30.993  3.357  -0.252
N  12.011  30.873  2.200  0.487
C  13.129  31.618  2.297  -0.312
C  11.778  29.864  1.174  -1.176
H  15.295  33.618  5.600  0.435
H  15.593  32.086  4.780  0.293
H  14.115  32.359  5.772  0.252
H  14.636  33.654  3.002  0.448
H  13.496  34.236  4.183  0.283
H  11.583  32.461  5.004  0.719
H  10.438  30.441  3.586  0.531
H  13.986  31.650  1.643  0.532
H  12.702  29.308  1.004  0.456
H  11.546  30.381  0.245  0.426
H  11.041  29.115  1.443  0.309
C  4.356  26.485  3.016  -1.178
C  4.619  26.499  1.507  -0.052
N  3.670  25.610  0.830  0.322
C  3.569  24.228  0.919  -0.266
C  2.544  23.878  0.104  -0.510
N  2.148  24.992  -0.623  0.104
C  2.822  26.021  -0.121  -0.209
C  1.174  24.959  -1.730  -0.820
H  4.576  25.496  3.420  0.401
H  3.390  26.928  3.247  0.349
H  5.091  27.054  3.594  0.238
H  5.639  26.160  1.325  0.312
H  4.577  27.520  1.131  -0.081
H  4.145  23.625  1.599  0.433
H  2.070  22.930  -0.092  0.463
H  2.730  27.069  -0.351  0.470
H  1.432  25.762  -2.415  0.334
H  0.182  25.095  -1.307  0.333
H  1.250  24.010  -2.252  0.355
C  9.277  28.046  7.463  -1.316
C  9.879  29.136  6.603  0.274
N  11.271  28.850  6.214  0.449
C  11.666  28.118  5.126  -0.372
C  13.018  28.039  5.189  -0.801
N  13.447  28.880  6.195  0.128
C  12.357  29.368  6.813  -0.134
C  14.840  29.221  6.497  -0.898
H  9.404  27.121  6.893  0.379
H  8.210  28.163  7.626  0.403
H  9.885  27.927  8.360  0.366
H  9.826  30.167  6.956  0.294
H  9.358  29.161  5.645  -0.341
H  10.882  27.588  4.610  0.591
H  13.720  27.596  4.502  0.504
H  12.364  30.110  7.593  0.503
H  15.353  29.416  5.560  0.343
H  15.308  28.367  6.989  0.356
H  14.950  30.053  7.187  0.371
P  7.260  30.342  2.816  1.537
F  7.700  31.560  3.817  -0.331
F  8.534  30.745  1.822  -0.410
F  8.217  29.365  3.645  -0.447
F  6.937  29.129  1.760  -0.361
F  5.963  29.946  3.697  -0.455
F  6.249  31.379  2.066  -0.509

The total energy is -100572.5452 eV. The calculation puts the LUMO energy at -12.488 eV. For the molar mass, the calculation gives 1034.306 g mol⁻¹. Its charge is +7. Its energy above the lowest of the compared OMol25 structures with the same formula, charge and spin is 346.3 kJ/mol. The HOMO energy comes out at -22.21 eV.

=====

No. 2
C20H25BN4O4SeZr | ωB97M-V/def2-TZVPD

Each line ends with the Mulliken charge.
CARTESIAN COORDINATES (ANGSTROEM)
Zr  12.215  5.369  14.247  0.532
N  12.398  3.911  16.277  -0.616
N  10.988  3.733  16.292  -0.032
C  10.560  3.039  15.091  0.546
O  9.618  2.309  15.107  -0.597
O  11.257  3.433  14.077  -0.601
H  12.867  3.007  16.442  0.208
H  12.695  4.609  16.952  0.273
H  10.581  3.426  17.163  0.267
C  15.754  5.203  12.576  -1.539
C  15.493  6.332  13.592  2.076
C  15.205  7.614  12.791  -1.424
C  16.775  6.492  14.427  -1.820
C  14.364  5.830  14.501  -1.137
H  14.892  5.067  11.927  0.184
H  15.939  4.235  13.069  0.312
H  16.597  5.423  11.925  0.472
H  16.032  7.835  12.134  0.466
H  14.995  8.485  13.453  0.307
H  14.316  7.501  12.148  0.154
H  17.639  6.785  13.838  0.449
H  17.073  5.583  14.953  0.397
H  16.643  7.275  15.190  0.344
H  14.795  5.092  15.154  0.379
C  8.556  4.953  13.147  -0.636
N  8.825  5.652  14.395  0.445
C  9.959  6.288  14.722  -0.510
Se  13.345  7.166  15.721  -0.403
N  9.797  6.641  16.027  0.262
C  8.591  6.196  16.548  0.436
C  8.141  6.024  17.854  -0.880
C  7.026  5.235  18.061  -0.613
C  6.394  4.604  16.973  -0.509
C  6.824  4.769  15.663  -0.784
C  7.961  5.563  15.498  0.873
H  9.409  5.090  12.491  -0.133
H  7.668  5.369  12.658  0.387
H  8.446  3.891  13.352  0.362
H  10.477  7.116  16.596  0.224
H  8.689  6.455  18.692  0.406
H  6.654  5.081  19.077  0.378
H  5.532  3.969  17.166  0.367
H  6.337  4.249  14.840  0.412
O  12.086  4.550  11.002  -0.364
B  12.118  5.770  11.688  0.728
O  12.069  6.828  10.747  -0.230
C  12.030  6.228  9.517  0.866
C  12.029  6.795  8.261  -1.099
C  12.025  5.928  7.142  -0.518
C  12.006  4.560  7.329  -0.529
C  11.990  3.992  8.621  -0.974
C  12.044  4.847  9.697  0.748
H  12.005  7.864  8.093  0.443
H  12.021  6.333  6.144  0.392
H  11.945  3.936  6.450  0.369
H  11.982  2.924  8.705  0.486

The total energy is -102601.8715 eV. The calculation puts the LUMO energy at -0.108 eV. For the molar mass, the calculation gives 566.440 g mol⁻¹. Its energy above the lowest of the compared OMol25 structures with the same formula, charge and spin is 0.0 kJ/mol. The HOMO energy comes out at -8.14 eV.

=====

No. 3
C23H27N3O3 | ωB97M-V/def2-TZVPD

Each line ends with the Mulliken charge.
CARTESIAN COORDINATES (ANGSTROEM)
C  3.549  0.805  1.999  -1.173
N  2.878  0.034  0.973  0.324
C  2.942  0.703  -0.323  -0.699
C  2.292  2.047  -0.320  0.483
C  2.932  3.263  -0.433  -1.486
N  1.982  4.219  -0.475  0.644
C  2.166  5.636  -0.585  -0.916
N  0.765  3.699  -0.402  -0.855
C  0.913  2.382  -0.302  0.432
C  -0.248  1.507  -0.214  0.049
C  -0.206  0.320  0.513  -0.687
C  -1.317  -0.496  0.583  -0.703
C  -2.493  -0.137  -0.068  0.396
O  -3.539  -1.026  -0.018  -0.460
C  -4.828  -0.572  0.035  0.498
C  -5.193  0.615  0.661  -0.153
C  -6.526  0.974  0.726  -0.610
C  -7.503  0.159  0.179  -0.510
C  -7.139  -1.031  -0.429  -0.430
C  -5.810  -1.399  -0.504  -0.630
C  -2.544  1.049  -0.794  -0.200
C  -1.431  1.863  -0.859  -0.760
C  3.398  -1.318  0.907  -1.225
C  2.480  -2.274  0.135  0.871
C  3.126  -2.828  -1.142  -0.853
O  2.265  -3.738  -1.791  -0.427
C  1.917  -4.799  -0.927  -0.499
C  1.284  -4.260  0.358  -0.310
O  2.158  -3.357  0.997  -0.462
H  3.098  1.795  2.046  0.325
H  4.628  0.917  1.808  0.369
H  3.412  0.315  2.961  0.334
H  3.993  0.822  -0.650  0.415
H  2.428  0.069  -1.050  0.348
H  3.976  3.502  -0.491  0.477
H  2.744  6.018  0.260  0.307
H  2.685  5.888  -1.512  0.316
H  1.181  6.097  -0.586  0.325
H  0.698  0.054  1.040  0.842
H  -1.293  -1.417  1.146  0.521
H  -4.434  1.246  1.101  0.456
H  -6.803  1.898  1.213  0.360
H  -8.542  0.447  0.232  0.378
H  -7.896  -1.676  -0.852  0.375
H  -5.510  -2.323  -0.973  0.405
H  -3.452  1.322  -1.313  0.532
H  -1.464  2.785  -1.418  0.438
H  4.415  -1.343  0.474  0.293
H  3.457  -1.705  1.927  0.490
H  1.544  -1.762  -0.139  0.083
H  3.326  -2.032  -1.860  0.315
H  4.069  -3.331  -0.875  0.424
H  1.214  -5.426  -1.477  0.375
H  2.816  -5.382  -0.675  0.305
H  1.098  -5.067  1.068  0.424
H  0.338  -3.754  0.113  0.118

The total energy is -34900.6522 eV. The calculation puts the LUMO energy at 0.752 eV. As for the SMILES: CN(Cc1cn(C)nc1-c1ccc(Oc2ccccc2)cc1)C[C@H]1COCCO1. For the molar mass, the calculation gives 393.487 g mol⁻¹. Its energy above the lowest of the compared OMol25 structures with the same formula, charge and spin is 409.7 kJ/mol. The HOMO energy comes out at -7.89 eV.

=====

No. 4
C3H4IN2OP | ωB97M-V/def2-TZVPD

Each line ends with the Mulliken charge.
CARTESIAN COORDINATES (ANGSTROEM)
C  0.544  1.284  -0.723  -0.452
C  -0.812  1.292  -0.251  -0.129
C  1.368  0.480  0.025  -0.111
N  -1.047  0.413  0.704  0.558
N  -0.192  -1.944  -0.163  -0.614
O  -2.123  0.200  1.333  -0.682
P  0.356  -0.444  1.227  0.054
I  3.443  0.135  -0.158  0.116
H  0.894  1.887  -1.555  0.392
H  -1.754  1.779  -0.574  0.385
H  -1.067  -2.321  0.165  0.247
H  0.391  -2.761  -0.030  0.236

The total energy is -25589.2107 eV. The calculation puts the LUMO energy (alpha / beta) at -1.203 / -1.204 eV. For the molar mass, the calculation gives 241.956 g mol⁻¹. Its energy above the lowest of the compared OMol25 structures with the same formula, charge and spin is 85.3 kJ/mol. The HOMO energy (alpha / beta) comes out at -8.38 / -8.39 eV.

=====

No. 5
CN4O2 | ωB97M-V/def2-TZVPD

Each line ends with the Mulliken charge.
CARTESIAN COORDINATES (ANGSTROEM)
C  -0.430  -1.479  -1.171  0.070
N  0.702  -0.441  1.544  -0.304
N  0.624  -0.977  -1.792  -0.214
N  0.199  0.503  1.861  0.801
N  -0.240  -0.144  -1.314  0.691
O  -0.353  1.532  1.994  -0.498
O  -0.502  1.006  -1.121  -0.544

The total energy is -11084.2919 eV. The calculation puts the LUMO energy at -0.589 eV. For the molar mass, the calculation gives 100.037 g mol⁻¹. Its energy above the lowest of the compared OMol25 structures with the same formula, charge and spin is 603.8 kJ/mol. The HOMO energy comes out at -10.64 eV.

=====

No. 6
C3H8N2 | ωB97M-V/def2-TZVPD

Each line ends with the Mulliken charge.
CARTESIAN COORDINATES (ANGSTROEM)
C  1.911  -2.064  0.551  -0.748
N  1.832  -1.259  -0.511  -0.373
H  0.999  -2.359  1.019  0.513
H  2.922  -2.513  0.745  0.228
H  2.674  -0.912  -1.027  0.203
C  -1.777  0.880  -0.923  -0.770
C  -0.721  1.462  1.112  -0.705
N  -1.823  1.454  0.389  -0.619
H  -2.628  0.183  -1.121  0.289
H  -0.999  0.169  -1.328  0.230
H  -1.704  1.715  -1.669  0.211
H  -0.860  1.421  2.186  0.365
H  0.175  1.824  0.577  0.178

The total energy is -6216.3915 eV. The calculation puts the LUMO energy (alpha / beta) at 4.098 / 3.880 eV. For the molar mass, the calculation gives 72.111 g mol⁻¹. Its charge is -1. Its spin multiplicity is 2. Its energy above the lowest of the compared OMol25 structures with the same formula, charge and spin is 264.2 kJ/mol. The HOMO energy (alpha / beta) comes out at 0.87 / -2.46 eV.

=====

No. 7
C5H24GaO7 | ωB97M-V/def2-TZVPD

Each line ends with the Mulliken charge.
CARTESIAN COORDINATES (ANGSTROEM)
C  -2.778  1.096  0.859  -0.440
C  -1.842  1.697  1.847  -0.343
Ga  0.035  0.773  2.077  0.284
C  1.315  1.844  0.800  -0.560
O  1.359  1.075  -0.453  -0.266
C  0.110  1.242  -1.240  -0.488
C  0.421  1.488  -2.861  -0.763
H  -2.987  -0.072  0.773  0.072
H  -3.304  1.844  0.101  0.189
H  -2.025  2.657  2.491  0.249
H  0.477  0.898  3.623  -0.343
H  -0.089  -0.776  1.669  -0.222
H  2.383  2.008  1.296  0.213
H  0.902  2.928  0.548  0.243
H  -0.558  2.139  -0.895  0.294
H  -0.541  0.250  -1.191  0.193
H  -0.428  2.131  -3.389  0.295
H  1.408  2.144  -2.957  0.226
H  0.547  0.437  -3.399  0.129
O  4.032  -0.138  -0.994  -0.690
H  3.216  0.357  -0.826  0.460
H  4.428  -0.241  -0.116  0.301
O  0.620  -2.285  3.502  -0.476
H  0.188  -3.131  3.313  0.270
H  1.324  -2.515  4.127  0.243
O  -2.576  -2.708  1.701  -0.580
H  -3.098  -2.112  2.259  0.314
H  -1.674  -2.619  2.042  0.245
O  -4.341  -3.884  -0.552  -0.666
H  -3.668  -3.887  0.145  0.340
H  -4.295  -2.987  -0.916  0.311
O  -0.241  -2.202  -1.356  -0.628
H  -0.249  -2.298  -2.320  0.294
H  0.422  -1.514  -1.195  0.337
O  3.594  2.129  -3.154  -0.643
H  4.005  1.357  -2.737  0.303
H  3.907  2.876  -2.622  0.303

The total energy is -72278.3491 eV. The calculation puts the LUMO energy at 2.856 eV. For the molar mass, the calculation gives 265.963 g mol⁻¹. Its charge is -1. The HOMO energy comes out at -3.90 eV.

=====

No. 8
CrI4Pt | ωB97M-V/def2-TZVPD

Each line ends with the Mulliken charge.
CARTESIAN COORDINATES (ANGSTROEM)
Cr  1.044  -0.715  0.292  0.591
Pt  -1.184  0.220  -0.639  0.613
I  0.587  1.957  -0.553  -0.059
I  -2.071  -0.185  1.803  -0.107
I  3.295  0.722  0.926  0.141
I  -1.672  -1.999  -1.829  -0.179

The total energy is -64063.4812 eV. The calculation puts the LUMO energy (alpha / beta) at -6.897 / -7.729 eV. For the molar mass, the calculation gives 754.690 g mol⁻¹. Its charge is +1. Its spin multiplicity is 6. The HOMO energy (alpha / beta) comes out at -12.73 / -12.72 eV.